[1]
CH8NO | the ωB97M-V functional and the def2-TZVPD basis

Results
frontier orbital gap: 0.405 Ha
energy relative to the best compared isomer or geometry (same formula, charge and spin): 26.2 kcal/mol

```
! RIJCOSX wB97M-V def2-TZVPD def2/J DEFGRID3
* xyz 1 1
H -2.70 0.09 -0.69
H -1.03 0.00 -0.44
C 1.89 0.13 0.29
H -2.13 -1.01 0.50
O 0.80 0.11 -0.71
H 2.71 -0.59 0.00
H 2.20 1.10 0.51
H -2.38 0.64 0.87
N -1.99 -0.03 0.09
H 1.42 -0.32 1.15
H 1.21 -0.12 -1.56
*
```

Atom charges from the natural (NBO) analysis, given in e for atoms 1 to 5: number 1, H, carries 0.45; number 2, H, carries 0.51; number 3, C, carries -0.25; number 4, H, carries 0.46; number 5, O, carries -0.79

[2]
C13H28Br2FN7O2P | the ωB97M-V functional and the def2-TZVPD basis

Results
frontier orbital gap: 0.255 Ha

```
! RIJCOSX wB97M-V def2-TZVPD def2/J DEFGRID3
* xyz 1 1
H -5.07 4.85 0.96
H -4.32 3.61 1.98
P -2.71 2.36 -0.48
C 0.04 -1.56 0.81
H 4.38 -1.26 1.47
H 0.37 -1.28 1.81
N 4.43 -2.12 0.95
H -2.19 1.14 -3.33
N 5.17 -4.04 0.14
O -1.51 1.46 -0.71
C -3.02 1.02 1.77
C 2.26 -1.90 -0.25
H -2.54 2.71 -4.07
H 2.30 -0.91 0.19
C -4.40 0.21 -0.05
C 5.44 -3.01 0.97
C -2.25 2.22 -3.14
C 8.41 -3.62 0.32
H -5.03 0.52 -0.89
H -1.26 2.57 -2.88
C 7.60 -3.91 1.58
H 8.27 -3.85 2.43
Br 2.19 -1.77 -2.20
N -3.66 1.32 0.50
H 3.50 -4.36 -1.10
F 9.34 -4.52 0.05
C 3.99 -3.74 -0.37
H -2.05 0.52 1.66
H -3.22 5.89 0.21
H -1.95 5.02 -0.64
C -2.67 4.96 0.19
H -3.67 0.39 2.38
N 3.49 -2.59 0.08
H 7.17 -4.90 1.46
H 0.46 -3.03 -0.64
H -4.74 2.88 -3.50
H -2.86 1.95 2.34
N 6.56 -2.91 1.68
H 6.70 -2.11 2.27
C -4.65 3.84 0.96
H -5.10 -0.18 0.70
H -5.32 2.68 -1.86
N -3.57 3.81 -0.03
H -2.11 4.86 1.12
N -3.22 2.54 -2.10
Br 1.28 -4.06 1.46
C -4.57 2.32 -2.57
H 0.11 -0.66 0.20
H -3.76 -0.62 -0.39
H -1.00 -1.87 0.80
C 0.96 -2.61 0.22
H -5.45 3.16 0.69
O 8.23 -2.69 -0.38
H -4.76 1.26 -2.78
*
```

Atom charges from the natural (NBO) analysis, given in e for atoms 1 to 5: number 1, H, carries 0.21; number 2, H, carries 0.18; number 3, P, carries 2.28; number 4, C, carries -0.64; number 5, H, carries 0.45

[3]
C4H9NO2 | the ωB97M-V functional and the def2-TZVPD basis

Results
frontier orbital gap: 0.367 Ha
structure (SMILES): C=CC(N)=O.[H][H].C=O
energy relative to the best compared isomer or geometry (same formula, charge and spin): 66.4 kcal/mol

```
! RIJCOSX wB97M-V def2-TZVPD def2/J DEFGRID3
* xyz 0 1
C -1.39 0.60 -0.16
H 0.20 1.96 -0.52
C -1.18 0.40 1.31
H 0.39 -2.15 0.46
O 2.12 -0.52 -0.27
H 0.88 0.29 1.16
H -2.27 0.11 -0.55
C 1.70 -0.63 -1.40
H -0.10 -2.64 0.18
H -0.89 1.56 -1.97
H 0.87 -1.31 -1.66
N 0.10 0.52 1.77
C -0.65 1.40 -0.92
O -2.13 0.18 2.05
H 0.22 0.28 2.74
H 2.14 -0.05 -2.23
*
```

Atom charges from the natural (NBO) analysis, given in e for atoms 1 to 5: number 1, C, carries -0.27; number 2, H, carries 0.21; number 3, C, carries 0.63; number 4, H, carries 0.00; number 5, O, carries -0.54

[4]
C5H10O2 | the ωB97M-V functional and the def2-TZVPD basis

Results
frontier orbital gap: 0.382 Ha
energy relative to the best compared isomer or geometry (same formula, charge and spin): 75.5 kcal/mol

```
! RIJCOSX wB97M-V def2-TZVPD def2/J DEFGRID3
* xyz 0 1
H 0.98 1.13 1.60
C -1.95 -0.16 -0.88
H 1.36 -1.74 0.64
C 0.88 -0.91 1.20
C -0.85 0.54 -0.14
H -1.20 1.43 0.41
H 0.88 1.78 -0.80
C 0.56 0.76 -0.60
H 2.46 0.50 0.78
O 0.96 -0.04 -1.68
H -2.62 0.48 -1.47
H -1.58 -0.96 -1.53
H 1.35 -0.88 2.21
H 0.51 -0.90 -1.60
O -0.51 -0.84 1.10
C 1.36 0.44 0.82
H -2.55 -0.63 -0.09
*
```

Atom charges from the natural (NBO) analysis, given in e for atoms 1 to 5: number 1, H, carries 0.20; number 2, C, carries -0.66; number 3, H, carries 0.15; number 4, C, carries -0.10; number 5, C, carries 0.12

[5]
C29H32CaF10N13O2S | the ωB97M-V functional and the def2-TZVPD basis

Results
frontier orbital gap: 0.228 Ha
energy relative to the best compared isomer or geometry (same formula, charge and spin): 0.0 kcal/mol

```
! RIJCOSX wB97M-V def2-TZVPD def2/J DEFGRID3
* xyz -1 1
H -2.91 -0.08 0.56
C 1.69 -4.50 -3.56
N -1.58 1.85 0.65
C -2.70 -0.72 -2.30
C -2.58 -1.05 0.91
H 2.12 -5.18 -4.30
F -1.24 0.52 -3.70
C 3.11 -0.04 1.99
F -3.05 0.81 -5.63
H 1.13 -2.17 1.10
H -1.62 -2.87 2.51
H 0.82 -0.56 -4.29
N 4.13 1.42 0.48
N 0.59 -3.76 -4.18
N 3.10 0.58 0.82
C -2.61 2.67 0.38
H -1.54 0.41 3.76
H 0.34 -2.40 -5.75
H -0.36 -3.39 -2.35
N 2.76 -3.62 -3.07
C -4.01 -1.24 -2.24
H -2.87 -2.03 3.44
C -3.91 3.76 -1.43
C -2.47 -0.01 -3.51
H 1.58 5.98 1.08
H 2.38 -0.47 -3.48
H -0.83 -1.98 0.05
C -4.79 4.34 -0.53
C 1.55 3.32 -1.71
C -2.88 2.98 -0.98
C -4.58 4.09 0.81
F -5.56 -0.27 -5.40
O 4.14 1.79 -0.67
N 0.97 3.08 -0.51
N -1.68 -0.83 -1.43
F -3.46 3.11 2.59
C -4.66 -0.40 -4.41
H 1.77 -3.26 -1.26
H -1.15 -1.82 3.85
F -4.45 -1.91 -1.14
H 3.99 -0.52 3.78
N 1.10 -1.19 1.33
F -6.17 -1.62 -3.10
H -3.00 0.71 2.80
C -4.95 -1.09 -3.25
F -5.42 4.63 1.71
F -5.82 5.09 -0.95
N 2.06 -0.85 2.27
H 2.65 6.48 -1.13
H 2.08 -1.35 3.14
H -2.33 -2.65 -0.55
Ca -0.18 0.96 -1.08
H -0.12 1.32 2.00
N 4.05 0.02 2.95
F -4.07 3.98 -2.74
H 1.56 -3.66 -6.03
H 0.16 -0.92 1.63
C -1.85 -1.94 3.02
H 3.67 -3.52 -4.94
H -3.47 -1.62 1.20
H 1.30 -5.08 -2.72
C -1.84 -1.72 -0.28
O 5.01 1.79 1.29
C 1.61 -1.15 -3.84
H 0.51 3.76 1.38
H 4.04 -2.16 -3.87
H -1.26 2.49 2.66
C 2.16 -2.68 -2.11
C 0.04 -2.82 -3.19
H -0.77 -2.25 -3.63
C 1.59 5.25 0.28
C 2.18 5.52 -0.96
C -1.93 0.47 2.73
N 2.19 -2.05 -4.85
F -2.04 2.47 -1.92
H 2.92 -1.99 -1.74
S 1.48 2.08 -2.90
H 4.78 0.70 2.79
C -3.54 3.30 1.25
C 1.00 4.02 0.44
C -3.39 0.14 -4.52
C 3.25 -2.83 -4.21
C 1.14 -2.97 -5.29
C -1.18 1.61 2.02
N 1.07 -1.90 -2.69
C 2.16 4.57 -1.95
H 2.61 4.75 -2.91
N -1.72 -0.83 2.09
*
```

Atom charges from the natural (NBO) analysis, given in e for atoms 1 to 5: number 1, H, carries 0.24; number 2, C, carries -0.08; number 3, N, carries -0.82; number 4, C, carries 0.06; number 5, C, carries -0.25

> frontier orbital gap of number 2 (C13H28Br2FN7O2P)?

0.255 Ha

> What is the frontier orbital gap in the third record?

0.367 Ha

> frontier orbital gap of number 4 (C5H10O2)?

0.382 Ha